No. 1
24
Properties=species:S:1:pos:R:3:lowdin_charge:R:1 method="wB97M-V/def2-TZVPD" homo_lumo_gap_ev=11.430 charge=+1 spin_multiplicity=1
H 1.396 0.195 2.348 0.1358
H -0.644 -1.439 -0.429 0.1761
H 0.025 -0.080 -0.757 0.1449
O 0.436 3.405 0.618 -0.0399
H 2.256 -3.046 0.659 0.0902
C 0.541 -0.186 1.790 -0.1869
H -0.546 -0.613 -3.912 0.0620
H 0.544 -3.311 0.826 0.0912
H 2.067 -0.776 0.516 0.1482
H 0.883 3.682 1.431 0.0691
C 1.072 -1.182 0.709 -0.3237
N 0.292 -1.047 -0.535 0.2020
H 0.246 1.672 1.236 0.0525
H 0.754 -1.409 -1.360 0.1639
H -3.389 2.592 -1.258 0.0530
O -3.130 1.676 -1.447 -0.0547
H -0.322 4.006 0.590 0.0722
H -1.806 -0.023 -3.147 0.0443
H 1.477 -2.628 2.183 0.0939
H -2.215 1.692 -1.742 0.0098
H -0.043 -0.772 2.511 0.1286
C 1.351 -2.627 1.100 -0.0245
O -0.211 0.817 1.150 -0.0647
O -1.034 -0.601 -3.079 -0.0433



No. 2
23
Properties=species:S:1:pos:R:3:lowdin_charge:R:1 method="wB97M-V/def2-TZVPD" homo_lumo_gap_ev=10.513 smiles=CCC.O.O.O.O spin_multiplicity=1
H -1.291 -2.246 0.633 0.0401
C 1.253 2.311 -1.434 -0.1120
H 0.723 0.853 0.068 0.0716
O -0.918 -3.102 0.319 -0.0971
H 0.843 1.672 -2.207 0.0731
H -1.886 -0.160 -1.283 0.0606
O 0.408 -2.437 2.672 -0.0578
H 2.314 2.161 -1.394 0.0588
H -1.286 2.615 -0.148 0.0428
C 0.887 1.934 0.002 -0.2995
H -0.070 -2.667 -1.463 -0.0006
H -1.656 -3.721 0.199 0.0904
H 0.926 -3.535 -0.567 0.0149
H -0.129 3.762 0.447 0.0589
O -1.643 -0.704 -0.533 -0.0378
H -1.730 -0.282 0.321 0.0469
H 1.122 3.367 -1.505 0.0599
H 1.660 2.072 0.789 0.1055
H 0.766 -1.550 2.785 0.0312
H 0.048 -2.396 1.773 -0.0201
H -0.578 2.613 1.520 0.0597
C -0.424 2.716 0.447 -0.1161
O 0.661 -3.276 -1.441 -0.0736



No. 3
24
Properties=species:S:1:pos:R:3:lowdin_charge:R:1 method="wB97M-V/def2-TZVPD" homo_lumo_gap_ev=9.460 smiles=CCCS.O.O.O.O spin_multiplicity=1
S 1.028 3.183 0.054 0.6896
H 3.826 -0.188 -1.803 0.0495
O -1.765 -2.299 -1.687 -0.0705
H -1.035 2.771 0.723 0.0541
H 2.156 2.653 0.531 -0.1688
H -1.672 -1.989 -2.595 0.0349
H 3.616 -1.691 -2.188 0.0597
H 0.267 -1.440 -0.328 0.0243
H -4.247 -0.873 -1.768 0.0187
H 0.276 0.686 0.393 0.0640
H -0.877 -2.626 -1.458 0.0031
C -0.045 1.005 1.383 -0.3467
O 3.172 -0.883 -1.897 -0.0456
H -0.990 0.501 1.621 0.1134
H 1.514 -1.671 -1.169 0.0091
H -0.034 3.017 2.259 0.0686
H 0.765 0.805 3.408 0.0758
C 1.025 0.560 2.373 -0.1238
H -5.782 -0.818 -1.463 0.0266
O -5.025 -1.398 -1.566 -0.0588
H 2.057 0.841 2.109 0.0708
H 1.044 -0.530 2.386 0.0658
C -0.139 2.527 1.302 -0.5498
O 0.865 -2.142 -0.619 -0.0643



No. 4
25
Properties=species:S:1:pos:R:3:lowdin_charge:R:1 method="wB97M-V/def2-TZVPD" homo_lumo_gap_ev=10.671 smiles=CC(C)N.O.O.O.O spin_multiplicity=1
O -3.049 -3.043 0.726 -0.0730
H -1.688 -0.071 -7.459 0.0350
H -2.469 -3.640 0.253 0.0195
O -0.366 -2.464 0.475 -0.0917
H -2.503 -2.334 1.072 0.0028
H 0.952 0.380 2.368 0.0827
C 1.689 2.179 0.447 -0.0706
H -0.731 -2.110 -0.347 0.0424
H 1.783 2.531 1.479 0.0788
H 0.080 -1.787 1.017 0.0021
H 3.374 0.316 1.730 0.0812
H -0.235 0.681 1.358 0.0762
H -4.780 1.103 2.622 0.0365
H 3.762 0.308 0.073 0.0776
H -3.297 0.857 2.424 0.0200
N 0.617 0.138 1.437 0.0018
H -0.184 0.252 -6.757 0.0270
O -1.131 0.154 -6.709 -0.0620
H 0.853 2.780 0.082 0.0730
H 1.289 0.136 -0.479 0.1269
H 2.597 2.379 -0.124 0.0728
H 2.849 -1.019 0.603 0.0783
C 2.946 0.060 0.760 -0.0919
O -3.942 1.564 2.517 -0.0579
C 1.584 0.650 0.433 -0.4874



What are the energy above the lowest of the compared OMol25 structures with the same formula, charge and spin values for these records? In order: 18.90 38.62 24.60 16.65 kcal per mole.
What are the HOMO energy values for these records? In order: -0.530 -0.382 -0.338 -0.376 Ha.
What are the E_LUMO values for these records? In order: -3.00 0.11 0.27 0.45 eV.